# 1
2 unconnected molecules or ions with the total composition C4H11BS at a distorted geometry, computed with ωB97M-V/def2-TZVPD.

Values from the calculation:
E ... -15835.326 eV
SMILES ... C/B=C/CC.S
Net charge ... 0
2S+1 ... 1

Geometry as XYZ:
```
17
C4H11BS | the OMol25 dataset | ωB97M-V/def2-TZVPD
B 0.3217 1.3688 -0.0514
C -0.8320 2.3954 0.1011
C 1.3575 -1.7534 0.2463
C 1.5378 0.7608 -0.3102
C 1.7686 -0.6206 -0.8102
S -2.9418 -1.2700 0.3934
H -1.6382 1.5755 0.1835
H -1.2417 2.9433 -0.8106
H -0.8126 2.8483 1.0466
H 1.2000 -2.7039 -0.3362
H 0.3791 -1.3269 0.5995
H 2.1676 -1.8664 0.9730
H -3.5874 -0.1461 0.5793
H 2.3299 1.3865 0.0858
H 2.8174 -0.9120 -1.0621
H 1.1783 -0.7078 -1.7533
H -4.0042 -1.9714 0.9257
```

***

# 2
A molecular structure, C4H11BrMgNO at a distorted geometry, computed with ωB97M-V/def2-TZVPD.

Values from the calculation:
E ... -83343.093 eV
Net charge ... +1
2S+1 ... 1

Geometry as XYZ:
```
19
C4H11BrMgNO | the OMol25 dataset | ωB97M-V/def2-TZVPD
Mg 3.2745 5.2216 -0.3056
Br 3.8021 2.9528 0.1562
C 1.5163 -1.1962 0.6927
C 0.5781 -0.4283 -0.2434
C -0.9108 -0.9382 -0.1122
O -1.6678 -0.2230 -1.0360
C -3.0597 -0.2686 -0.8165
N 0.7798 0.9704 0.1837
H 1.2981 -1.1581 1.7600
H 2.5402 -0.8304 0.6164
H 1.4818 -2.2503 0.4175
H 0.9389 -0.5200 -1.2678
H -1.2398 -0.7147 0.9027
H -1.0174 -2.0101 -0.2790
H -3.1726 -0.0705 0.2494
H -3.4957 -1.2675 -0.8306
H -3.6630 0.3572 -1.4742
H 0.2645 1.2013 1.0211
H 1.7524 1.1727 0.3658
```

***

# 3
2 unconnected molecules or ions with the total composition C4H11BrN2 at a distorted geometry, computed with ωB97M-V/def2-TZVPD.

Values from the calculation:
E ... -77345.675 eV
SMILES ... C=C(C)C.NNBr
Net charge ... 0
2S+1 ... 1

Geometry as XYZ:
```
18
C4H11BrN2 | the OMol25 dataset | ωB97M-V/def2-TZVPD
C 1.6449 0.4237 -0.0662
C -0.4882 1.8437 -0.1437
C 0.0032 0.3345 1.7936
C 0.2853 0.8721 0.4072
N -1.0630 -1.9699 -0.5271
N -0.2662 -1.6685 -1.5351
Br -1.7006 -0.9734 -3.1516
H 1.4890 -0.6715 -0.0023
H 2.0612 0.7672 -1.0092
H 2.3556 0.7092 0.7333
H 0.1654 -0.7928 -1.4687
H -0.3334 2.2003 -1.1583
H -1.3092 2.3656 0.3924
H 0.4261 -0.7187 1.9657
H 0.5690 0.8022 2.5368
H -1.2916 -2.9213 -0.4019
H -1.0790 0.5529 1.7987
H -1.4685 -1.1553 -0.1636
```

***

# 4
2 unconnected molecules or ions with the total composition C4H11ClN2 at a distorted geometry, computed with ωB97M-V/def2-TZVPD.

Values from the calculation:
E ... -19824.611 eV
Net charge ... 0
2S+1 ... 1

Geometry as XYZ:
```
18
C4H11ClN2 | the OMol25 dataset | ωB97M-V/def2-TZVPD
C 0.9904 -0.8996 -0.9606
C 0.1663 1.4067 -1.1277
C 0.2226 0.4513 1.2319
C 0.1653 0.2089 -0.2654
N -1.9623 -1.7240 -0.0504
N -1.7762 -0.5026 -0.5592
Cl -2.8226 0.7172 0.2396
H 0.9715 -1.9411 -0.5708
H 0.6453 -0.6570 -1.8893
H 2.0300 -0.6864 -0.9098
H -0.6933 1.3045 -1.8704
H 1.1099 1.2867 -1.7187
H 0.0104 2.2674 -0.5181
H 0.9245 1.3127 1.3844
H -0.8996 0.6993 1.5441
H 0.6352 -0.4665 1.7298
H -1.8441 -1.6575 1.0340
H -1.3034 -2.4227 -0.4467
```

***

# 5
A molecular structure, C4H11F3InNO at a distorted geometry, computed with ωB97M-V/def2-TZVPD.

Values from the calculation:
E ... -21173.526 eV
Net charge ... +1
2S+1 ... 2

Geometry as XYZ:
```
21
C4H11F3InNO | the OMol25 dataset | ωB97M-V/def2-TZVPD
In 1.8173 -0.4156 2.1615
F 1.5134 -0.6566 5.1250
F 4.0951 -2.2834 2.5764
F 1.5442 -3.2067 3.1327
C -1.8176 -0.9097 -1.7849
C -0.4288 -0.6168 -1.0739
C -0.5635 0.8492 -0.5715
O 0.5968 1.3519 0.0867
C 0.8426 2.7818 -0.2269
N -0.4636 -1.4168 0.1743
H -1.9708 -1.8882 -2.2401
H -1.8061 -0.1813 -2.5957
H -2.7373 -0.6952 -1.2407
H 0.4592 -0.7898 -1.6819
H -1.4118 0.9375 0.1072
H -0.8162 1.4372 -1.4538
H 1.6018 3.2158 0.4238
H -0.0853 3.3435 -0.1193
H 1.3140 2.9385 -1.1971
H -0.2698 -2.3638 -0.1183
H -1.4137 -1.4316 0.5166
```

***

# 6
2 unconnected molecules or ions with the total composition C4H11FNO3 at a distorted geometry, computed with ωB97M-V/def2-TZVPD.

Values from the calculation:
E ... -14669.298 eV
Net charge ... +1
2S+1 ... 1

Geometry as XYZ:
```
20
C4H11FNO3 | the OMol25 dataset | ωB97M-V/def2-TZVPD
C 2.9470 -0.4106 -0.8369
C 2.0471 0.8039 -1.0867
F 1.4043 0.6865 -2.2964
C 1.0445 0.9117 0.0899
O -0.2620 1.3300 -0.3236
C -1.0540 0.3620 -0.7637
O -1.7502 0.5430 -1.6566
O -1.0450 -0.8822 -0.1500
H 2.3238 -1.3017 -0.9532
H 3.2476 -0.3517 0.2128
H 3.8013 -0.4193 -1.5073
H 2.6664 1.7002 -1.1470
H 1.0439 -0.0378 0.6310
H 1.4696 1.6323 0.7889
H -0.6350 -1.4971 -0.7765
N -3.4502 -0.6136 1.9560
H -3.4499 -1.5492 2.3686
H -2.7415 -0.5683 1.2154
H -4.3716 -0.4162 1.5573
H -3.2360 0.0781 2.6780
```